[1]
{
  "formula": "C39H45FMnN7O3",
  "method": "ωB97M-V with the def2-TZVPD basis set",
  "symbols": ["Mn", "F", "C", "C", "C", "C", "O", "C", "C", "N", "C", "C", "C", "C", "C", "C", "N", "C", "C", "N", "C", "C", "C", "O", "O", "H", "H", "H", "H", "H", "H", "H", "H", "H", "H", "H", "H", "H", "H", "H", "H", "H", "H", "C", "C", "C", "C", "N", "C", "C", "C", "C", "C", "C", "N", "H", "H", "H", "H", "H", "H", "H", "H", "C", "C", "C", "C", "C", "C", "H", "H", "H", "H", "H", "C", "C", "N", "C", "C", "C", "C", "N", "H", "H", "H", "H", "H", "H", "H", "H", "H", "H", "H", "H", "H", "H"],
  "coordinates": [[-0.463, 1.677, -1.621], [1.277, -2.176, 3.664], [0.045, -2.095, 3.087], [-0.102, -1.349, 1.954], [-1.341, -1.274, 1.322], [-1.495, -0.393, 0.141], [-0.484, 0.163, -0.331], [-2.840, -0.250, -0.347], [-3.821, -0.991, 0.222], [-3.668, -1.857, 1.262], [-4.816, -2.538, 1.807], [-4.886, -4.034, 1.688], [-5.782, -3.163, 0.854], [-2.429, -1.968, 1.863], [-2.258, -2.707, 3.042], [-1.027, -2.782, 3.673], [-0.936, -3.515, 4.887], [-1.290, -4.916, 4.868], [-0.067, -5.809, 4.703], [0.894, -5.505, 5.828], [1.293, -4.045, 5.842], [0.025, -3.207, 5.923], [-3.274, 0.716, -1.458], [-4.416, 0.567, -1.880], [-2.399, 1.522, -1.896], [0.735, -0.801, 1.542], [-4.823, -0.886, -0.173], [-5.222, -2.083, 2.703], [-5.316, -4.588, 2.510], [-4.065, -4.517, 1.176], [-6.831, -3.101, 1.106], [-5.561, -3.091, -0.201], [-3.113, -3.182, 3.500], [-1.981, -5.126, 4.055], [-1.804, -5.177, 5.802], [0.468, -5.594, 3.778], [-0.303, -6.870, 4.756], [1.722, -6.096, 5.761], [0.442, -5.737, 6.716], [1.835, -3.875, 4.915], [1.955, -3.898, 6.694], [0.286, -2.153, 5.910], [-0.461, -3.402, 6.889], [-0.757, 5.380, -3.788], [-0.364, 5.023, -5.066], [-0.056, 3.695, -5.330], [-0.140, 2.779, -4.294], [-0.478, 3.135, -3.040], [-0.801, 4.408, -2.798], [0.044, 1.309, -4.479], [0.373, 0.721, -5.693], [0.407, -0.662, -5.775], [0.107, -1.411, -4.647], [-0.183, -0.746, -3.468], [-0.199, 0.583, -3.377], [-1.033, 6.396, -3.545], [-0.311, 5.759, -5.857], [0.221, 3.390, -6.328], [-1.090, 4.628, -1.781], [0.585, 1.320, -6.566], [0.651, -1.144, -6.712], [0.096, -2.492, -4.674], [-0.407, -1.280, -2.553], [-0.763, 4.509, 2.411], [-1.654, 3.468, 2.184], [-1.558, 2.705, 1.027], [-0.587, 2.902, 0.027], [0.267, 3.987, 0.301], [0.200, 4.770, 1.449], [-0.833, 5.116, 3.305], [-2.435, 3.264, 2.907], [-2.305, 1.925, 0.892], [1.031, 4.276, -0.423], [0.894, 5.592, 1.588], [5.675, 0.754, -2.861], [5.169, 0.979, -1.440], [3.943, 1.760, -1.368], [4.055, 3.213, -1.409], [3.857, 3.834, -2.789], [2.704, 1.186, -1.432], [2.616, -0.313, -1.354], [1.617, 1.862, -1.557], [6.518, 0.061, -2.868], [6.010, 1.687, -3.314], [4.888, 0.339, -3.492], [5.924, 1.512, -0.860], [5.026, 0.026, -0.937], [5.048, 3.464, -1.035], [3.347, 3.637, -0.690], [4.598, 3.460, -3.495], [3.963, 4.917, -2.730], [2.870, 3.618, -3.202], [3.122, -0.699, -0.470], [3.071, -0.781, -2.229], [1.569, -0.583, -1.302], [1.786, 2.860, -1.599]],
  "atomic_forces_ev_per_a": [[0.327, 0.510, -0.290], [0.025, 0.005, 0.028], [-0.164, -0.133, 0.041], [0.059, 0.023, -0.010], [0.051, 0.281, -0.298], [0.133, 0.043, -0.006], [-0.262, -0.632, 0.441], [0.206, 0.180, 0.147], [-0.137, 0.001, 0.020], [0.081, 0.022, -0.094], [0.001, 0.003, -0.026], [-0.025, 0.025, -0.017], [0.006, -0.015, 0.034], [0.018, -0.097, 0.172], [-0.002, 0.071, -0.030], [-0.001, 0.125, 0.023], [0.107, -0.173, -0.139], [-0.051, 0.016, -0.019], [0.140, -0.036, 0.082], [-0.068, 0.031, 0.024], [0.047, -0.167, -0.057], [-0.114, 0.080, 0.026], [0.247, -0.554, -0.380], [-0.181, 0.194, 0.135], [-0.396, 0.023, 0.108], [-0.014, 0.029, -0.020], [0.001, 0.016, -0.011], [0.020, 0.017, -0.002], [0.000, -0.009, -0.001], [0.006, -0.013, 0.006], [-0.003, -0.013, -0.009], [-0.007, 0.002, -0.012], [0.016, -0.014, 0.030], [0.011, 0.031, 0.002], [0.004, -0.022, 0.005], [-0.042, 0.004, -0.014], [-0.037, 0.013, -0.023], [0.013, 0.013, -0.037], [0.001, 0.007, 0.004], [0.007, 0.047, 0.033], [-0.034, 0.044, 0.020], [0.023, 0.007, -0.052], [0.040, 0.033, 0.030], [-0.031, -0.023, 0.131], [0.036, -0.110, -0.049], [-0.064, 0.231, 0.121], [0.029, -0.536, 0.075], [0.062, 0.018, -0.052], [0.064, -0.024, -0.241], [-0.096, 0.509, 0.181], [-0.012, -0.207, 0.036], [-0.008, 0.096, 0.013], [-0.009, -0.030, 0.053], [0.050, 0.098, -0.119], [0.022, -0.093, -0.131], [0.009, 0.016, -0.023], [-0.008, 0.015, 0.008], [0.004, -0.031, -0.004], [-0.021, 0.027, -0.002], [-0.009, 0.032, 0.011], [0.000, -0.021, 0.006], [0.010, -0.001, -0.014], [-0.014, -0.024, -0.008], [0.001, 0.003, -0.002], [0.046, 0.063, 0.002], [-0.062, -0.131, -0.080], [-0.017, 0.182, 0.201], [0.039, -0.059, -0.077], [-0.044, -0.014, 0.033], [0.000, -0.001, 0.012], [-0.025, -0.023, -0.002], [0.013, 0.034, 0.019], [0.035, -0.009, -0.029], [0.018, 0.010, -0.011], [0.006, 0.000, -0.028], [0.074, 0.097, -0.001], [-0.097, -0.014, 0.080], [0.104, 0.014, 0.033], [0.005, 0.011, -0.054], [0.011, -0.076, -0.105], [0.026, 0.049, -0.046], [-0.044, -0.008, 0.163], [0.010, 0.002, 0.027], [-0.008, 0.001, -0.005], [-0.006, -0.022, -0.002], [0.009, -0.026, -0.004], [-0.055, -0.026, -0.026], [-0.001, 0.004, -0.014], [0.000, -0.001, -0.014], [0.000, 0.016, -0.001], [0.001, 0.014, 0.013], [-0.002, -0.009, -0.004], [0.003, 0.031, 0.043], [-0.004, 0.008, 0.005], [-0.090, -0.026, -0.005], [-0.012, -0.052, 0.023]],
  "multiplicity": 2,
  "homo_ev": [-8.174, -7.335],
  "charge": 1,
  "e_above_lowest_ev": 0.000
}


[2]
{
  "formula": "C22H32N4O5",
  "method": "ωB97M-V with the def2-TZVPD basis set",
  "symbols": ["C", "H", "O", "C", "C", "C", "C", "C", "C", "H", "C", "N", "C", "C", "N", "C", "O", "C", "C", "H", "C", "O", "N", "C", "H", "H", "C", "H", "H", "C", "N", "C", "O", "C", "H", "H", "H", "C", "H", "H", "C", "H", "H", "H", "H", "H", "H", "H", "H", "H", "H", "H", "H", "H", "H", "O", "C", "H", "H", "H", "H", "H", "H"],
  "coordinates": [[5.723, 0.683, 2.674], [4.855, 0.494, 3.315], [5.363, 1.366, 1.500], [4.519, 0.751, 0.620], [4.224, 1.469, -0.532], [3.383, 0.933, -1.501], [2.853, -0.341, -1.323], [3.105, -1.038, -0.151], [3.941, -0.498, 0.819], [4.128, -1.061, 1.720], [2.456, -2.387, 0.093], [1.025, -2.482, -0.080], [0.481, -2.676, -1.406], [-0.778, -3.527, -1.255], [-1.661, -2.885, -0.310], [-1.282, -2.099, 0.701], [-2.097, -1.653, 1.498], [0.197, -1.754, 0.837], [0.276, -0.190, 0.894], [1.326, 0.104, 0.873], [-0.420, 0.520, -0.252], [-0.222, 0.199, -1.415], [-1.241, 1.558, 0.032], [-1.465, 2.129, 1.342], [-1.727, 3.182, 1.202], [-0.536, 2.106, 1.917], [-2.580, 1.411, 2.114], [-2.569, 1.741, 3.154], [-2.399, 0.336, 2.087], [-3.966, 1.692, 1.523], [-4.031, 1.431, 0.104], [-4.422, 0.264, -0.474], [-4.340, 0.106, -1.678], [-4.980, -0.803, 0.436], [-5.341, -1.619, -0.185], [-5.806, -0.426, 1.034], [-4.194, -1.172, 1.092], [-3.439, 2.436, -0.753], [-3.992, 2.445, -1.696], [-3.554, 3.409, -0.269], [-1.965, 2.152, -1.079], [-1.476, 3.082, -1.394], [-1.911, 1.434, -1.900], [-4.705, 1.087, 2.046], [-4.224, 2.747, 1.679], [-0.155, 0.090, 1.851], [0.492, -2.082, 1.847], [-2.653, -3.061, -0.386], [-0.514, -4.528, -0.890], [-1.294, -3.622, -2.213], [0.211, -1.737, -1.900], [1.213, -3.211, -2.014], [2.678, -2.700, 1.120], [2.907, -3.124, -0.581], [2.217, -0.779, -2.070], [3.135, 1.721, -2.579], [2.170, 1.285, -3.513], [2.528, 0.419, -4.080], [2.023, 2.121, -4.195], [1.224, 1.037, -3.024], [4.649, 2.448, -0.673], [6.417, 1.340, 3.197], [6.222, -0.266, 2.452]],
  "atomic_forces_ev_per_a": [[0.050, -0.128, 0.206], [0.037, -0.006, -0.036], [-0.188, 0.068, -0.379], [-0.043, 0.186, -0.192], [0.020, 0.019, 0.045], [0.111, -0.007, 0.178], [-0.050, -0.063, -0.131], [0.260, 0.154, -0.047], [0.069, -0.147, 0.178], [0.017, -0.042, 0.117], [-0.022, -0.080, 0.039], [0.091, -0.067, -0.231], [-0.386, -0.280, -0.185], [0.543, -0.133, -0.282], [-0.346, -0.126, -0.264], [0.089, -0.266, 0.141], [0.019, 0.136, 0.288], [-0.057, 0.409, 0.302], [-0.056, -0.198, -0.045], [-0.103, 0.079, 0.094], [0.174, 0.223, 0.308], [0.095, -0.311, -0.224], [-0.209, 0.198, -0.225], [-0.019, -0.224, 0.524], [0.114, -0.003, 0.023], [-0.098, 0.090, -0.060], [-0.120, 0.223, -0.149], [-0.001, 0.023, 0.099], [0.059, 0.090, 0.082], [0.200, -0.166, 0.459], [-0.047, 0.337, -0.168], [-0.273, -0.119, 0.328], [0.107, -0.148, -0.396], [0.010, -0.042, -0.114], [0.009, 0.033, -0.036], [-0.079, 0.023, 0.074], [-0.044, -0.016, 0.085], [0.125, 0.009, -0.233], [0.106, 0.108, 0.107], [-0.042, -0.075, 0.011], [-0.123, -0.046, -0.384], [-0.038, -0.042, -0.048], [-0.027, 0.239, 0.126], [-0.018, 0.089, -0.024], [-0.055, -0.115, -0.001], [0.059, 0.025, 0.025], [-0.174, 0.077, -0.118], [0.092, 0.076, 0.151], [0.007, 0.089, -0.137], [0.010, 0.028, 0.055], [0.138, -0.172, -0.011], [-0.008, -0.034, 0.026], [0.100, 0.008, -0.072], [-0.005, 0.006, 0.105], [-0.164, 0.001, -0.104], [0.277, 0.039, 0.332], [-0.257, -0.098, -0.179], [-0.001, 0.022, 0.015], [0.009, -0.077, 0.002], [0.075, 0.014, -0.038], [0.059, 0.159, -0.026], [-0.045, -0.081, 0.002], [-0.036, 0.034, 0.011]],
  "homo_ev": -8.270,
  "charge": 0,
  "e_above_lowest_ev": 2.736,
  "smiles": "COc1cc(CN2CCNC(=O)[C@@H]2CC(=O)N2CCCN(C(C)=O)CC2)cc(OC)c1"
}


[3]
{
  "formula": "H4O2",
  "method": "ωB97M-V with the def2-TZVPD basis set",
  "symbols": ["H", "H", "H", "H", "O", "O"],
  "coordinates": [[1.868, -0.711, -0.565], [1.207, 0.692, -0.141], [-1.848, 0.697, -0.146], [-1.047, -0.223, 0.699], [1.510, -0.171, 0.144], [-1.691, -0.282, 0.009]],
  "atomic_forces_ev_per_a": [[-0.236, 0.526, -0.302], [0.242, -0.217, -0.653], [-0.055, -1.800, -0.003], [0.868, -0.473, 0.740], [0.008, -0.277, 0.999], [-0.828, 2.241, -0.780]],
  "homo_ev": -11.307,
  "charge": 0,
  "e_above_lowest_ev": 0.281,
  "smiles": "O.O"
}